Computed, not measured: a molecular structure, C37H27BaBrN6OS2 at a distorted geometry, with ωB97M-V with the def2-TZVPD basis set.

Results
* max |F|: 5.1 eV Å⁻¹
* energy above the lowest of the compared OMol25 structures with the same formula, charge and spin: 0.00 kJ/mol

The geometry in ORCA input format:
```
! RIJCOSX wB97M-V def2-TZVPD def2/J DEFGRID3
* xyz -2 1
Ba -0.312 0.801 -1.583
C 1.095 -4.054 -3.129
C 1.113 -2.710 -2.809
N 0.046 -1.953 -2.599
C -1.166 -2.571 -2.771
C -1.243 -4.007 -2.703
C -0.109 -4.738 -3.099
C -2.391 -4.609 -2.158
C -3.522 -3.820 -1.954
C -3.503 -2.428 -2.231
C -2.376 -1.760 -2.727
N -2.344 -0.401 -3.052
C -3.468 0.150 -3.611
C -4.434 -0.533 -4.371
C -5.483 0.132 -5.055
C -5.723 1.483 -4.884
C -4.918 2.225 -4.010
C -5.130 3.621 -3.734
C -4.160 4.331 -3.108
C -2.932 3.676 -2.871
N -2.705 2.383 -2.959
C -3.688 1.613 -3.539
H 2.043 -4.526 -3.333
H 2.061 -2.228 -2.668
H -0.142 -5.832 -3.323
H -2.364 -5.621 -1.857
H -4.469 -4.216 -1.606
H -4.402 -1.854 -2.129
H -4.307 -1.599 -4.501
H -6.139 -0.483 -5.707
H -6.550 1.930 -5.422
H -5.984 4.167 -4.159
H -4.340 5.332 -2.772
H -2.102 4.251 -2.525
C 1.497 5.941 -1.646
C 1.479 4.396 -1.582
S 0.812 3.742 -0.167
C 2.033 3.688 -2.754
C 2.639 4.539 -3.885
S 2.152 2.019 -3.008
H 0.909 6.430 -0.858
H 1.230 6.311 -2.655
H 2.545 6.280 -1.516
H 1.850 5.235 -4.260
H 2.965 3.898 -4.712
H 3.490 5.131 -3.532
Br 5.409 -2.341 10.820
C 4.233 -2.075 9.374
C 4.815 -1.735 8.112
C 3.973 -1.585 7.021
C 2.594 -1.852 7.152
C 2.088 -2.176 8.383
C 2.899 -2.326 9.503
N 1.795 -1.974 6.030
N 2.442 -1.517 4.982
C 1.664 -1.376 3.875
C 0.315 -1.870 3.935
C -0.530 -1.668 2.891
C -0.129 -0.894 1.735
O -0.931 -0.640 0.751
C 1.276 -0.385 1.685
N 1.666 0.261 0.560
C 2.909 0.809 0.543
C 3.854 0.618 1.538
C 3.509 -0.150 2.656
C 2.189 -0.661 2.732
H 5.904 -1.715 8.053
H 4.328 -1.294 6.063
H 1.026 -2.340 8.511
H 2.471 -2.575 10.473
H 0.032 -2.349 4.877
H -1.548 -2.025 2.767
H 3.104 1.487 -0.300
H 4.856 1.046 1.401
H 4.234 -0.459 3.411
*
```